1.
This record from the Open Molecules 2025 dataset describes C4H16O8Y as an isolated structure. The level of theory is wB97M-V/def2-TZVPD.

As for the net charge: -1. The HOMO energy comes out at -2.02 eV. Its energy above the lowest of the compared OMol25 structures with the same formula, charge and spin is 0.341 eV. The value obtained for the LUMO energy is 0.070 Eh. Its spin multiplicity is 1. As for the gap between HOMO and LUMO: 3.919 eV.

Each line ends with the Mulliken charge.
Element x y z (Å)
Y: -23.567 10.210 5.100  1.675
O: -21.459 10.615 4.055  -0.812
O: -24.010 10.283 2.805  -0.727
O: -25.699 11.221 5.114  -0.491
O: -25.124 8.466 4.852  -0.452
O: -21.218 8.550 8.455  -0.844
O: -22.285 8.160 5.354  -0.424
O: -23.484 10.051 7.315  -0.441
O: -23.138 12.386 5.730  -0.416
C: -21.572 10.210 2.737  -0.359
C: -22.860 10.647 2.090  -0.347
C: -22.090 9.268 9.136  -0.498
C: -23.445 9.307 8.504  -0.497
H: -26.399 11.236 5.769  0.256
H: -25.527 8.358 3.985  0.277
H: -24.191 9.743 9.207  0.253
H: -25.529 7.841 5.457  0.239
H: -21.793 10.361 9.269  0.084
H: -26.061 11.528 4.278  0.283
H: -22.779 11.760 2.169  0.127
H: -22.968 10.416 1.018  0.354
H: -20.667 10.532 2.182  0.362
H: -23.745 8.258 8.291  0.145
H: -22.270 8.889 10.196  0.224
H: -21.414 8.225 4.950  0.245
H: -23.141 12.642 6.657  0.270
H: -21.536 9.085 2.668  0.078
H: -22.300 7.374 5.903  0.213
H: -22.991 13.165 5.190  0.220

---

2.
This record from the Open Molecules 2025 dataset describes an isolated molecule of C20H30N2O3. The level of theory is wB97M-V/def2-TZVPD.

As for the net charge: 0. The HOMO energy comes out at -8.71 eV. Its energy above the lowest of the compared OMol25 structures with the same formula, charge and spin is 0.634 eV. The value obtained for the LUMO energy is 0.029 Eh. Its spin multiplicity is 1. The structure (SMILES) is CCCCNC(=O)N1CCC[C@H](C(=O)c2cc(C)c(OC)c(C)c2)C1. As for the gap between HOMO and LUMO: 9.496 eV.

Each line ends with the Mulliken charge.
Element x y z (Å)
O: 0.413 -1.398 0.663  -0.546
O: -0.012 1.743 1.277  -0.664
O: -0.390 1.256 -5.050  -0.665
N: 0.830 0.861 3.185  -0.128
N: -1.366 0.425 2.518  0.170
C: -1.596 -0.559 3.554  -1.294
C: -2.104 -2.257 1.793  -1.506
C: -0.605 -1.074 0.090  0.338
C: -0.435 0.664 -3.796  0.624
C: 0.437 1.092 -2.792  0.412
C: 3.023 0.164 2.269  -0.018
C: -2.240 0.229 1.388  -1.799
C: -0.151 1.022 2.249  0.659
C: 0.535 0.654 -5.930  -0.771
C: -0.580 -0.489 -1.273  0.389
C: -1.455 -0.887 -2.277  -0.411
C: -1.978 -1.151 0.737  0.810
C: 3.386 -0.945 3.259  -0.333
C: -1.273 -1.964 3.043  -0.062
C: 2.178 1.290 2.874  -1.083
C: 1.429 2.187 -3.044  -1.952
C: 4.359 -0.493 4.342  -1.360
C: -1.386 -0.330 -3.544  0.490
C: -2.322 -0.783 -4.625  -1.871
C: 0.368 0.490 -1.546  -0.574
H: -3.158 -2.344 2.075  0.426
H: -2.180 -1.669 -2.096  0.524
H: 3.940 0.594 1.863  0.474
H: 1.121 2.790 -3.895  0.381
H: 2.415 1.769 -3.249  0.375
H: -2.731 -1.300 -0.041  0.632
H: 2.481 -1.341 3.725  0.097
H: -1.029 -0.310 4.452  0.447
H: 1.021 0.820 -0.753  0.404
H: 3.840 -1.765 2.698  0.448
H: -1.791 -3.210 1.360  0.423
H: 4.640 -1.334 4.973  0.411
H: -1.490 -2.704 3.816  0.468
H: 2.083 2.104 2.153  0.404
H: 2.456 -0.274 1.444  -0.083
H: -3.278 0.278 1.730  0.473
H: -2.659 -0.502 3.817  0.446
H: 1.508 2.821 -2.164  0.459
H: -0.215 -2.028 2.787  0.039
H: 2.637 1.679 3.787  0.443
H: 0.277 -0.393 -6.125  0.277
H: 3.918 0.271 4.977  0.308
H: 5.262 -0.085 3.893  0.292
H: 0.482 1.219 -6.860  0.282
H: -2.409 -0.017 -5.392  0.372
H: -2.055 1.030 0.670  0.594
H: 0.779 0.063 3.794  0.238
H: -3.308 -0.990 -4.215  0.465
H: -1.952 -1.698 -5.088  0.349
H: 1.555 0.697 -5.534  0.281

---

3.
This record from the Open Molecules 2025 dataset describes C29H31N4O5STa as an isolated structure. The level of theory is wB97M-V/def2-TZVPD.

As for the net charge: 0. The HOMO energy comes out at -7.41 eV. Its energy above the lowest of the compared OMol25 structures with the same formula, charge and spin is 0.158 eV. The value obtained for the LUMO energy is -0.019 Eh. Its spin multiplicity is 1. As for the gap between HOMO and LUMO: 6.890 eV.

Each line ends with the Mulliken charge.
Element x y z (Å)
Ta: 0.123 -0.573 -0.160  0.923
S: -3.313 0.864 -3.393  -0.260
O: -1.287 -0.772 1.400  -0.552
O: 0.930 0.448 2.012  -0.524
O: 0.697 -3.349 -3.249  -0.650
O: 0.623 -1.509 -1.947  0.042
O: -3.231 -1.605 2.179  -0.695
N: -1.143 -2.457 -0.460  -0.019
N: 0.626 1.069 -0.733  1.012
N: 2.855 1.277 2.817  -0.438
N: -2.029 0.186 -1.275  0.522
C: -0.833 5.104 -0.124  -1.639
C: -0.575 3.065 -1.512  0.209
C: 2.157 0.390 2.079  0.786
C: -4.620 1.953 0.725  -1.339
C: -3.969 1.352 -1.873  1.088
C: -0.611 2.968 1.091  -1.561
C: -2.200 -2.644 0.318  0.839
C: -2.016 0.114 -2.567  -0.271
C: 1.281 2.202 -2.804  -0.579
C: -3.086 -3.672 0.081  -0.871
C: 0.782 2.859 -3.923  -0.322
C: 2.910 -0.683 1.350  -0.763
C: 0.238 -2.717 -2.336  0.115
C: -5.126 2.096 -1.634  -0.504
C: -0.441 3.514 -3.898  -1.554
C: -2.828 -4.519 -0.994  -0.309
C: -3.150 0.906 -0.832  -0.840
C: 3.485 1.753 -1.591  -1.227
C: 1.902 -1.601 0.686  -1.308
C: 2.714 1.688 -2.905  0.033
C: -3.476 1.224 0.489  0.005
C: -5.443 2.387 -0.325  -0.623
C: -1.064 3.667 -2.673  -0.158
C: -2.303 -1.612 1.413  0.102
C: 0.480 2.138 -1.642  0.988
C: -0.912 -3.226 -1.513  0.489
C: -1.143 3.598 -0.192  1.230
C: 2.823 0.296 -3.534  -1.262
C: -1.724 -4.299 -1.811  -0.893
H: -2.231 3.485 -0.205  -0.338
H: -3.950 -3.782 0.721  0.567
H: 0.250 5.260 -0.130  0.406
H: 2.242 -0.436 -2.979  -0.061
H: 4.543 1.547 -1.771  0.545
H: 1.385 2.868 -4.827  0.455
H: -1.041 3.492 1.949  0.536
H: -0.853 3.963 -4.793  0.375
H: 3.858 1.275 2.815  0.201
H: 1.461 -2.267 1.442  0.517
H: -1.252 5.658 -0.963  0.387
H: -1.948 4.294 -2.596  0.516
H: -5.750 2.436 -2.450  0.435
H: 3.563 -0.202 0.620  0.284
H: 2.387 -2.230 -0.063  0.402
H: -4.885 2.196 1.745  0.436
H: 0.477 3.058 1.145  0.281
H: 2.364 2.038 3.255  0.262
H: -3.501 -5.341 -1.207  0.451
H: 3.198 2.392 -3.588  0.674
H: -6.335 2.960 -0.107  0.407
H: 3.561 -1.203 2.061  0.507
H: 3.866 -0.034 -3.550  0.457
H: -1.493 -4.919 -2.667  0.547
H: 2.456 0.303 -4.564  0.345
H: -0.845 1.913 1.197  -0.020
H: -1.223 -0.380 -3.119  0.219
H: 3.397 2.739 -1.127  0.334
H: -2.839 0.909 1.303  0.427
H: 3.102 1.020 -0.884  -0.231
H: -1.237 5.529 0.800  0.460

---

4.
This record from the Open Molecules 2025 dataset describes C17H27Al2BBrF6N2O15S as an isolated structure. The level of theory is wB97M-V/def2-TZVPD.

As for the net charge: +1. The HOMO energy comes out at -8.55 eV. The value obtained for the LUMO energy is -0.240 Eh. Its spin multiplicity is 1. As for the gap between HOMO and LUMO: 2.029 eV.

Each line ends with the Mulliken charge.
Element x y z (Å)
Br: 4.672 3.173 -1.966  -0.021
S: -1.007 -2.603 -0.147  1.319
Al: -0.574 -4.406 2.141  0.631
Al: -12.083 -7.025 2.279  0.697
F: -1.843 -1.811 0.875  -0.109
F: -1.668 -1.498 -2.189  -0.164
F: 10.131 -0.593 -0.110  -0.794
F: -6.660 -1.894 0.794  -0.279
F: -6.169 -1.925 -1.414  -0.311
F: -3.232 2.905 -0.214  -0.306
O: 4.214 0.528 0.073  -0.191
O: -8.837 -5.474 1.368  -0.313
O: -4.839 5.505 -2.043  -0.404
O: -10.604 -5.495 2.641  -0.190
O: 4.261 -1.679 0.456  -0.539
O: -8.964 -3.971 3.051  -0.422
O: -3.338 0.888 0.259  -0.527
O: -5.835 3.661 -2.733  -0.378
O: 0.122 -3.220 0.562  -0.524
O: -5.767 2.249 -0.243  -0.582
O: -5.637 5.427 -4.090  -0.467
O: -4.582 -0.947 0.056  -0.231
O: 4.961 3.546 0.023  -0.359
O: -1.857 -3.609 -0.660  -0.541
O: -6.649 0.162 -0.398  -0.437
N: 9.829 2.908 -1.173  0.042
N: -0.507 -1.646 -1.437  0.073
C: 11.428 2.800 0.364  -0.655
C: 11.265 4.145 -0.001  -0.319
C: 3.108 0.752 -0.832  0.107
C: 4.793 -0.732 -0.049  0.643
C: -0.105 -0.256 -1.067  -0.522
C: 0.940 -0.260 0.046  -0.713
C: -7.552 -4.938 0.951  -0.537
C: -4.395 0.329 0.068  0.848
C: 10.258 4.197 -0.951  -0.496
C: -5.436 4.918 -2.995  0.831
C: 1.839 0.980 0.003  -1.139
C: -11.293 -4.881 3.776  -0.556
C: 10.518 2.047 -0.377  -0.520
C: 6.092 -0.794 -0.792  -0.922
C: -5.718 1.062 -0.216  0.419
C: 6.087 4.495 -0.015  -0.599
C: -9.367 -4.871 2.396  0.640
B: -6.057 -1.213 -0.247  0.418
H: 5.939 -0.617 -1.857  0.272
H: 9.825 5.037 -1.469  0.414
H: 11.805 4.994 0.385  0.431
H: 5.789 5.360 -0.593  0.329
H: 2.174 1.157 1.025  0.440
H: -7.655 -3.898 0.655  0.264
H: 6.335 4.797 1.001  0.318
H: 12.120 2.402 1.086  0.428
H: -12.248 -5.400 3.930  0.207
H: -5.523 3.623 -1.805  0.372
H: -11.502 -3.837 3.565  0.333
H: 6.473 -1.804 -0.674  0.330
H: 5.245 2.761 0.535  0.393
H: -0.990 0.332 -0.813  0.261
H: -6.824 -5.037 1.751  0.299
H: 10.277 0.955 -0.416  0.746
H: 1.309 1.885 -0.301  0.481
H: -7.234 -5.525 0.096  0.258
H: 6.934 3.999 -0.481  0.313
H: 1.562 -1.152 -0.042  0.589
H: 0.399 -0.274 0.996  0.361
H: 3.374 1.669 -1.379  -0.419
H: 9.107 2.615 -1.804  0.224
H: 6.819 -0.097 -0.377  0.309
H: 2.947 -0.071 -1.531  0.595
H: -10.697 -4.985 4.677  0.328
H: 0.294 0.175 -1.986  0.519